{
  "formula": "C34H37F2N3O3PbS",
  "method": "ωB97M-V/def2-TZVPD",
  "gap_ha": 0.31224,
  "charge": 0,
  "max_force_ev_per_a": 0.33,
  "relative_energy_kcal_mol": 0.0,
  "e_lumo_ev": 0.260,
  "homo_ha": -0.30267,
  "elements": ["C", "H", "C", "H", "H", "C", "H", "H", "N", "O", "C", "H", "H", "C", "C", "H", "C", "C", "H", "H", "H", "C", "H", "H", "F", "H", "C", "H", "C", "C", "Pb", "C", "S", "H", "O", "C", "H", "H", "H", "H", "H", "H", "C", "C", "H", "C", "C", "H", "H", "H", "H", "C", "C", "H", "H", "H", "O", "C", "N", "C", "C", "H", "C", "F", "C", "C", "C", "C", "N", "H", "H", "C", "C", "H", "C", "H", "H", "H", "C", "C", "C"],
  "positions_angstrom": [[3.509, 3.205, -0.443], [-0.381, -4.417, 1.518], [-1.292, -3.834, 1.572], [1.256, -2.095, 4.215], [5.240, 2.475, 2.815], [-1.550, -2.877, 0.594], [4.423, 5.844, -0.237], [1.691, 2.196, 1.060], [1.212, -1.144, -1.442], [-4.308, 0.444, 0.876], [4.666, 1.599, 2.496], [5.653, 4.432, 1.443], [6.728, 2.834, -0.117], [2.957, -1.916, -2.874], [1.994, 3.126, 1.536], [3.417, 4.589, 1.021], [-3.611, -2.318, 1.680], [-5.109, -0.573, -1.837], [1.552, 2.757, 3.576], [-1.986, -4.764, 3.374], [2.998, 3.716, 3.355], [-0.284, 0.180, 2.205], [-4.512, -1.720, 1.719], [4.724, -2.629, -1.882], [2.507, -2.826, 2.100], [5.673, 5.541, -1.410], [3.229, -1.981, -0.498], [5.236, 0.714, 2.784], [1.329, -1.105, 0.947], [1.710, -1.366, -2.661], [-0.333, 0.917, -0.960], [1.018, -1.528, 3.327], [2.997, 1.748, -1.126], [-5.669, -4.322, -2.549], [-2.339, 1.157, 0.109], [-6.354, -2.322, -2.926], [-0.811, -2.730, -0.185], [1.077, -1.084, -3.495], [-7.169, -2.632, -3.567], [-1.074, 0.920, 2.276], [4.604, 1.604, 1.408], [1.133, 3.797, 1.539], [3.285, 1.578, 3.142], [7.219, 3.779, 0.133], [-4.969, 0.479, -1.625], [-6.147, -0.975, -2.663], [-2.707, -2.112, 0.638], [-6.803, -0.231, -3.096], [2.713, 0.734, 2.747], [-3.841, -3.611, -1.067], [-1.657, -1.799, -1.662], [-5.515, -3.268, -2.357], [-2.188, -4.026, 2.607], [3.316, -2.082, -3.880], [8.785, 4.467, 1.470], [4.796, 3.493, -1.919], [-1.950, -0.933, -1.353], [6.164, 4.796, 0.546], [4.461, 3.927, -1.076], [1.949, -1.440, -0.361], [5.153, 5.096, -0.561], [3.822, -2.184, 0.379], [-3.282, 0.298, 0.242], [-0.542, -0.249, 4.507], [0.067, -0.527, 3.339], [-3.349, -3.262, 2.658], [-4.479, -2.864, -1.526], [0.346, -0.103, 1.001], [3.032, 3.716, 0.700], [7.714, 4.123, -0.782], [8.997, 2.806, 0.917], [-4.265, -1.515, -1.260], [2.453, 2.847, 2.964], [-4.056, -3.404, 3.465], [1.626, -1.795, 2.119], [3.396, 1.396, 4.215], [6.643, 5.739, 0.826], [7.784, 3.179, 2.137], [-3.053, -1.090, -0.441], [8.256, 3.544, 1.223], [3.729, -2.220, -1.762]]
}